{"formula": "CH3N4", "method": "ωB97M-V/def2-TZVPD", "charge": 1, "orbital_gap_ha": 0.341, "smiles": "[H]/N=N/N=C=[NH2+]", "relative_energy_kj_mol": 437.1, "symbols": ["H", "N", "N", "N", "C", "N", "H", "H"], "coordinates": [[-2.247, 1.414, 0.741], [-1.325, 0.984, 0.633], [-1.126, 0.089, 1.475], [0.060, -0.430, 1.113], [0.529, -0.320, -0.007], [1.260, -0.488, -1.025], [1.857, -1.329, -1.057], [0.993, 0.080, -1.872]], "forces_ev_per_angstrom": [[-0.1278, -0.0759, 0.6685], [-1.0844, 0.1614, 0.1238], [-1.5512, 1.2257, -0.5382], [2.7142, 0.1231, -2.9053], [-0.2212, -1.5188, 3.6838], [-0.2364, 0.4370, -1.4937], [-0.4251, 0.3366, -0.4501], [0.9319, -0.6890, 0.9113]]}

---

{"formula": "C24H43FIN2O17", "method": "ωB97M-V/def2-TZVPD", "charge": -1, "orbital_gap_ha": 0.243, "symbols": ["C", "C", "C", "N", "C", "C", "C", "F", "C", "I", "C", "N", "C", "O", "O", "H", "H", "H", "H", "H", "H", "H", "H", "H", "H", "H", "H", "H", "C", "O", "C", "O", "O", "C", "H", "H", "H", "H", "H", "H", "C", "O", "C", "O", "O", "C", "H", "H", "H", "H", "H", "H", "C", "O", "C", "O", "O", "C", "H", "H", "H", "H", "H", "H", "C", "O", "C", "O", "O", "C", "H", "H", "H", "H", "H", "H", "C", "O", "C", "O", "O", "C", "H", "H", "H", "H", "H", "H"], "coordinates": [[2.398, 4.912, 3.591], [2.074, 4.652, 2.464], [2.144, 4.251, 1.034], [1.977, 2.812, 0.834], [0.955, 2.604, -0.187], [-0.485, 2.558, 0.379], [-0.623, 1.493, 1.458], [-0.048, 1.907, 2.641], [3.217, 2.101, 0.505], [4.872, 2.627, 1.835], [2.948, 0.554, 0.699], [4.011, -0.185, 1.401], [3.746, 2.338, -0.933], [3.450, 3.359, -1.580], [4.495, 1.446, -1.353], [2.802, 5.169, 4.534], [3.064, 4.620, 0.577], [1.347, 4.817, 0.543], [1.080, 1.660, -0.725], [0.991, 3.370, -0.970], [-0.809, 3.518, 0.791], [-1.162, 2.288, -0.438], [-0.109, 0.572, 1.163], [-1.669, 1.209, 1.620], [2.036, 0.468, 1.298], [2.721, 0.146, -0.286], [4.203, -1.014, 0.846], [3.606, -0.549, 2.256], [1.492, -2.554, -1.398], [1.813, -3.237, -0.183], [0.823, -3.969, 0.313], [-0.277, -4.096, -0.164], [1.252, -4.546, 1.435], [0.278, -5.369, 2.079], [2.373, -1.993, -1.699], [1.243, -3.264, -2.185], [0.672, -1.856, -1.241], [-0.022, -6.192, 1.431], [-0.590, -4.781, 2.372], [0.746, -5.776, 2.971], [8.026, -4.283, -2.881], [7.517, -3.100, -3.485], [7.192, -2.133, -2.603], [7.308, -2.225, -1.407], [6.736, -1.098, -3.278], [6.334, 0.042, -2.464], [8.249, -4.981, -3.685], [8.943, -4.073, -2.331], [7.283, -4.730, -2.221], [7.188, 0.423, -1.904], [5.533, -0.229, -1.796], [5.981, 0.812, -3.136], [-4.879, 6.918, 0.483], [-4.349, 7.033, 1.802], [-3.048, 6.734, 1.891], [-2.343, 6.395, 0.979], [-2.678, 6.877, 3.160], [-1.296, 6.584, 3.405], [-5.932, 7.183, 0.539], [-4.377, 7.605, -0.196], [-4.791, 5.895, 0.120], [-0.657, 7.264, 2.844], [-1.064, 5.551, 3.157], [-1.114, 6.733, 4.466], [-3.167, -5.533, -0.396], [-4.059, -6.642, -0.572], [-4.058, -7.507, 0.436], [-3.395, -7.432, 1.437], [-4.926, -8.482, 0.147], [-5.026, -9.489, 1.152], [-3.255, -4.903, -1.276], [-3.446, -4.952, 0.481], [-2.138, -5.874, -0.314], [-5.375, -9.063, 2.091], [-4.068, -9.988, 1.294], [-5.754, -10.217, 0.802], [-4.652, 2.900, -3.807], [-4.350, 2.297, -2.549], [-5.341, 1.570, -2.037], [-6.421, 1.395, -2.538], [-4.931, 1.066, -0.872], [-5.902, 0.258, -0.209], [-3.771, 3.458, -4.111], [-4.865, 2.139, -4.557], [-5.491, 3.587, -3.712], [-6.164, -0.606, -0.817], [-6.790, 0.841, 0.029], [-5.448, -0.086, 0.717]], "forces_ev_per_angstrom": [[-0.2767, 0.2163, -0.1846], [1.1921, -0.3624, -0.2667], [-0.8297, 0.6004, 0.5103], [0.2901, 0.5777, -0.2723], [-1.1257, -0.1472, -0.4106], [0.5657, -0.4092, 0.3716], [-0.0115, -0.2385, -0.6898], [-0.3001, 0.0660, 0.4637], [-0.3977, -0.9545, 0.0519], [-0.2490, 0.3122, -0.1473], [-0.1657, 0.7033, 0.7004], [-0.6460, -0.8082, -0.7374], [0.7892, 0.6867, -0.8752], [-0.8472, 0.5916, 0.7531], [0.1324, -0.8907, 0.2545], [-0.1825, 0.0046, 0.3093], [0.0958, -0.0095, 0.1955], [-0.0477, -0.3018, -0.2756], [0.3420, -0.0254, 0.2332], [0.2168, -0.0335, 0.0417], [0.0394, 0.0220, -0.0645], [-0.0166, 0.1409, 0.0030], [0.0666, 0.0560, -0.0932], [-0.0365, 0.2767, 0.2850], [0.0074, 0.2860, -0.0653], [0.3227, -0.0929, 0.0105], [0.3740, 0.1041, 0.0392], [0.1666, 0.1027, 0.1106], [0.0682, 0.2644, -0.2940], [0.0154, -0.0144, -0.0093], [0.1833, 0.0835, 0.0621], [-0.1119, -0.0398, -0.0463], [-0.0006, -0.0453, 0.0432], [-0.0880, -0.1464, 0.1740], [0.1001, -0.0777, 0.2060], [-0.1205, -0.0216, 0.0765], [-0.0713, -0.1037, 0.0012], [-0.0954, 0.0807, -0.0365], [-0.0456, -0.0314, -0.1218], [0.1545, 0.0999, -0.0548], [0.0651, -0.1790, -0.0175], [0.0333, -0.1021, -0.0417], [-0.1424, 0.3075, -0.0823], [0.0855, -0.1840, 0.0157], [0.1610, 0.0423, -0.0827], [0.2842, -0.1037, -0.1318], [-0.0579, 0.1272, -0.1087], [-0.0855, 0.0047, 0.1175], [0.0722, 0.0670, 0.1071], [-0.0220, -0.1392, 0.0699], [0.0467, -0.1338, 0.0692], [-0.0506, -0.1743, -0.1669], [-0.1808, 0.0002, -0.1784], [-0.0860, 0.0338, 0.0228], [0.0437, -0.0183, 0.1524], [-0.0164, 0.0016, -0.0857], [-0.0708, 0.0307, 0.0613], [0.3620, -0.0815, 0.1240], [0.0309, 0.0263, 0.1867], [0.0903, -0.1059, -0.0210], [0.1282, 0.0398, -0.0476], [-0.0077, -0.1131, -0.1186], [0.0224, 0.0518, -0.1430], [-0.2426, 0.0543, 0.0175], [0.2001, 0.2486, -0.0544], [-0.0759, -0.0083, -0.0181], [-0.0106, 0.0942, -0.1550], [0.0106, -0.0515, 0.0712], [-0.0470, -0.0476, -0.0153], [-0.0874, -0.2155, 0.1031], [-0.1296, -0.1510, -0.0730], [0.0752, -0.0979, 0.0709], [-0.0218, 0.0202, 0.1214], [0.1319, 0.0224, 0.0247], [0.0238, 0.0983, 0.0903], [-0.0149, 0.1115, -0.1543], [0.0786, 0.1719, -0.2444], [0.0020, -0.0351, 0.0792], [0.1593, 0.0234, 0.0439], [-0.0779, -0.0080, -0.0196], [0.0463, 0.0405, -0.0233], [-0.0902, -0.1691, 0.2156], [0.0814, -0.0655, 0.1722], [-0.1269, 0.0019, 0.0535], [-0.0778, -0.1137, -0.0134], [-0.0881, 0.0849, -0.0600], [-0.0383, -0.0310, -0.1272], [0.1583, 0.1018, -0.0575]]}

---

{"formula": "C22H18AlBrCl2N2O5Se", "method": "ωB97M-V/def2-TZVPD", "charge": -2, "orbital_gap_ha": 0.178, "symbols": ["Al", "Cl", "C", "C", "C", "C", "C", "Cl", "C", "N", "H", "H", "H", "C", "C", "C", "C", "C", "C", "Se", "C", "C", "C", "H", "H", "H", "H", "H", "H", "H", "H", "H", "H", "H", "O", "N", "O", "O", "Br", "C", "C", "C", "C", "C", "C", "C", "O", "O", "H", "H", "H", "H"], "coordinates": [[15.504, 10.404, 6.443], [16.314, 7.795, 9.964], [17.817, 8.362, 9.278], [18.977, 7.888, 9.828], [20.185, 8.369, 9.403], [20.286, 9.293, 8.371], [19.156, 9.706, 7.713], [19.359, 10.641, 6.267], [17.828, 9.258, 8.109], [16.800, 9.698, 7.511], [18.934, 7.146, 10.612], [21.082, 7.995, 9.896], [21.264, 9.694, 8.102], [7.653, 9.354, 7.042], [9.041, 9.863, 7.117], [9.581, 10.179, 8.366], [10.888, 10.675, 8.461], [11.447, 11.005, 9.811], [11.688, 10.896, 7.296], [13.429, 11.746, 7.468], [11.111, 10.595, 6.039], [11.888, 10.878, 4.767], [9.825, 10.036, 5.968], [7.335, 9.047, 8.034], [7.563, 8.487, 6.353], [6.941, 10.119, 6.698], [8.996, 9.991, 9.253], [10.713, 10.633, 10.529], [11.586, 12.119, 9.941], [12.428, 10.540, 10.031], [12.331, 9.969, 4.364], [12.660, 11.643, 4.932], [11.141, 11.214, 4.051], [9.382, 9.756, 4.999], [16.370, 12.835, 7.403], [16.662, 12.914, 6.189], [17.267, 13.754, 5.531], [16.198, 11.769, 5.435], [12.995, 7.131, 6.815], [14.766, 6.472, 6.511], [15.269, 5.531, 7.418], [16.559, 5.045, 7.279], [17.400, 5.489, 6.272], [16.893, 6.443, 5.364], [15.612, 7.012, 5.495], [15.201, 8.158, 4.579], [15.118, 8.060, 3.355], [14.889, 9.288, 5.185], [14.659, 5.153, 8.223], [16.856, 4.313, 8.010], [18.381, 5.063, 6.151], [17.548, 6.740, 4.522]], "forces_ev_per_angstrom": [[1.4051, -0.5557, 1.7488], [-0.1898, 0.1324, -0.2804], [0.4727, 0.2537, -0.7353], [-0.8260, -0.0824, 0.2122], [1.8247, -0.2589, 0.4431], [0.0383, 0.1673, -0.1339], [0.6458, -0.9594, 0.7071], [-0.2394, 0.2825, -0.0435], [-0.1687, 0.3690, 0.4092], [-3.2320, 0.6416, -1.7470], [-0.0359, -0.0310, 0.1832], [-0.0287, 0.1669, -0.1324], [-0.1832, -0.1576, -0.1291], [-0.7507, -0.5168, -0.5555], [0.9230, 0.1846, -0.1507], [0.8780, 0.1270, -1.0032], [0.8086, 0.2169, -0.6474], [0.1451, 0.5558, 0.5663], [-0.8857, -0.2702, 0.1350], [0.2817, -0.6176, -0.0979], [0.5829, -0.0961, 0.1973], [-0.6959, -0.0513, 0.2920], [-0.1888, 0.2521, 0.4329], [-0.2076, -0.1812, 0.0983], [0.0141, 0.4302, 0.3773], [0.1575, -0.1180, 0.0072], [-0.0607, 0.0824, 0.2464], [0.1311, 0.2189, 0.3689], [-0.1493, -1.1177, -0.1180], [-0.5120, 0.2312, -0.3664], [0.2819, -0.0103, 0.0768], [-0.3019, -0.3708, -0.1518], [0.1269, 0.2210, -0.3878], [0.3373, 0.2237, 0.3366], [1.1301, 1.2765, -2.6164], [-1.2057, -2.9882, -0.6970], [-1.0974, -1.1119, 1.9174], [0.8477, 2.8329, 1.0233], [0.3919, -0.0716, -0.2014], [1.0663, 0.5821, 0.0076], [-0.2819, 0.3647, -0.9115], [-0.1130, 0.1308, 0.1265], [-1.2332, 0.4615, -0.5843], [0.5043, -0.0852, -0.1101], [-0.1912, -0.8320, 0.5777], [-0.6650, 1.0560, -0.8427], [0.3828, -0.6128, 1.3953], [0.2526, -0.5440, 0.0385], [-0.1960, 0.1140, 0.0254], [0.4062, -0.1671, 0.0976], [0.1989, 0.1192, -0.0371], [-0.5956, 0.1128, 0.6325]]}

---

{"formula": "CH4IN4P", "method": "ωB97M-V/def2-TZVPD", "charge": 0, "spin_multiplicity": 3, "orbital_gap_ha": [0.231, 0.247], "relative_energy_kj_mol": 208.7, "symbols": ["C", "N", "N", "N", "N", "P", "I", "H", "H", "H", "H"], "coordinates": [[0.448, -0.947, 1.113], [0.781, -0.319, -0.042], [0.021, -0.883, -0.987], [-0.729, -1.681, -0.412], [-0.547, -1.763, 0.887], [2.120, 0.742, -0.384], [-3.644, 1.155, 0.350], [0.932, -0.733, 2.167], [-2.880, 1.975, -0.643], [1.586, 2.037, -0.400], [1.913, 0.418, -1.650]], "forces_ev_per_angstrom": [[-0.0602, -0.4233, 3.5867], [2.2079, 2.2342, 1.3121], [0.4585, 1.1367, -5.7889], [-1.2943, -0.6764, 2.8108], [-0.0107, -1.2262, 1.1515], [0.3111, -0.7870, 2.2433], [-1.4004, -1.5691, 1.8868], [-1.2290, -0.5279, -2.5833], [1.4451, 1.5468, -1.8932], [-0.6257, 0.2582, -0.2715], [0.1977, 0.0339, -2.4544]]}

---

Number 1: E_tot -258.49701 a.u.. Number 2: E_tot -2726.44855 a.u.. Number 3: E_tot -7473.23017 a.u.. Number 4: E_tot -898.29668 a.u..